Record 1
# C24H33BrClN5OTeY

A molecular structure, C24H33BrClN5OTeY (wB97M-V/def2-TZVPD, OMol25).

```
67
Properties=species:S:1:pos:R:3
Y 0.64 1.65 0.06
C -2.43 0.80 1.53
N -1.73 0.56 0.25
C -1.61 -0.90 0.06
C -2.55 1.11 -0.86
C -1.72 1.36 -2.11
N -0.76 2.48 -1.95
C 0.04 2.57 -3.18
C -1.47 3.75 -1.77
H -3.42 0.33 1.54
H -2.55 1.87 1.70
H -1.85 0.37 2.35
H -2.60 -1.36 0.03
H -1.06 -1.35 0.89
H -1.08 -1.12 -0.87
H -3.03 2.02 -0.52
H -3.36 0.41 -1.10
H -2.38 1.56 -2.96
H -1.13 0.48 -2.36
H -0.60 2.78 -4.04
H 0.58 1.64 -3.33
H 0.76 3.38 -3.08
H -2.21 3.91 -2.57
H -0.75 4.56 -1.80
H -1.99 3.80 -0.81
Br -4.01 -3.99 1.20
C -2.23 -4.51 0.80
C -1.76 -4.40 -0.50
C -0.46 -4.77 -0.79
C 0.36 -5.27 0.23
C -0.14 -5.44 1.51
C -1.44 -5.03 1.81
N 1.69 -5.74 -0.03
N 2.56 -5.00 -0.51
C 2.25 -3.62 -0.77
C 2.27 -3.14 -2.05
C 1.94 -1.80 -2.35
C 1.61 -0.93 -1.34
O 1.23 0.33 -1.50
C 1.66 -1.40 0.01
N 1.35 -0.49 0.98
C 1.45 -0.85 2.24
C 1.83 -2.14 2.64
C 2.09 -3.08 1.68
C 2.00 -2.73 0.31
H -2.41 -4.03 -1.28
H -0.09 -4.70 -1.80
H 0.48 -5.89 2.27
H -1.83 -5.15 2.81
H 2.52 -3.82 -2.86
H 1.94 -1.46 -3.37
H 1.22 -0.10 2.99
H 1.91 -2.37 3.69
H 2.38 -4.09 1.96
Cl 2.45 3.57 -0.72
C 2.87 2.35 0.63
H 3.30 2.94 1.44
H 3.66 1.75 0.19
C 1.48 4.73 2.83
Te -0.38 4.33 1.88
C -0.22 6.00 0.58
H 1.38 5.67 3.36
H 2.26 4.80 2.07
H 1.70 3.93 3.53
H 0.59 5.85 -0.13
H -0.02 6.87 1.21
H -1.17 6.15 0.07
```

## Properties
**Charge**: +1
**LUMO level**: -2.954 eV
**Kohn-Sham gap**: 7.41 eV

=====

Record 2
# C24H33ClLuN2O3S3

A molecular structure, C24H33ClLuN2O3S3 in a non-equilibrium geometry (wB97M-V/def2-TZVPD, OMol25).

```
67
Properties=species:S:1:pos:R:3
Lu 0.66 -0.21 1.29
C -0.78 0.12 4.64
C -0.73 -1.39 4.94
C -2.14 -1.97 5.00
C 0.16 -2.05 3.92
C 1.51 -2.28 4.20
C 2.36 -2.80 3.24
C 1.91 -3.12 1.96
C 2.84 -3.69 0.92
C 0.54 -2.97 1.70
C -0.32 -2.41 2.66
H -1.47 0.63 5.32
H -1.15 0.27 3.61
H 0.20 0.57 4.74
H -0.27 -1.52 5.92
H -2.73 -1.70 4.12
H -2.66 -1.58 5.88
H -2.12 -3.06 5.08
H 1.90 -2.05 5.18
H 3.41 -2.95 3.48
H 2.90 -4.77 1.02
H 3.84 -3.28 1.05
H 2.48 -3.45 -0.08
H 0.14 -3.38 0.78
H -1.39 -2.42 2.48
C 3.11 1.17 -0.47
O 1.71 1.46 -0.26
C 1.47 2.85 -0.01
C 1.06 3.02 1.44
O 0.00 2.10 1.77
C -1.31 2.49 1.35
C -1.82 1.55 0.28
O -1.72 0.21 0.80
C -2.56 -0.69 0.07
H 3.70 1.46 0.40
H 3.46 1.70 -1.36
H 3.19 0.10 -0.63
H 0.67 3.17 -0.68
H 2.36 3.44 -0.21
H 0.76 4.04 1.66
H 1.88 2.73 2.09
H -1.31 3.51 0.97
H -1.96 2.44 2.22
H -1.23 1.62 -0.64
H -2.86 1.78 0.06
H -3.60 -0.37 0.17
H -2.44 -1.68 0.51
H -2.27 -0.73 -0.98
Cl 2.52 0.28 2.63
S 2.47 0.79 -5.98
C 1.65 0.24 -4.68
S 2.37 -0.63 -3.32
C 0.82 -0.61 -2.49
N -0.11 -0.05 -3.17
N 0.32 0.40 -4.38
C -0.66 0.88 -5.30
C -1.56 1.85 -4.88
C -2.55 2.28 -5.74
C -2.65 1.75 -7.02
C -1.75 0.77 -7.43
C -0.76 0.33 -6.57
S 0.56 -1.45 -1.00
H -1.48 2.25 -3.88
H -3.25 3.04 -5.42
H -3.42 2.09 -7.69
H -1.82 0.35 -8.42
H -0.07 -0.45 -6.88
```

## Properties
**Charge**: +1
**LUMO level**: -2.688 eV
**Kohn-Sham gap**: 7.29 eV

=====

Record 3
# C24H33ClN4O3

A single C24H33ClN4O3 molecule in a non-equilibrium geometry (wB97M-V/def2-TZVPD, OMol25).

```
65
Properties=species:S:1:pos:R:3
C -3.07 -1.22 2.00
C -4.10 -0.98 0.96
O -5.40 -0.84 1.31
C -6.06 -0.63 0.15
C -7.49 -0.43 0.13
C -8.23 -0.45 1.32
C -9.59 -0.26 1.29
C -10.23 -0.05 0.08
Cl -11.94 0.19 0.04
C -9.51 -0.02 -1.11
C -8.15 -0.21 -1.08
N -5.27 -0.63 -0.89
C -4.02 -0.86 -0.40
C -2.82 -0.94 -1.29
N -1.68 -0.27 -0.70
C -0.44 -0.58 -1.39
C 0.74 -0.01 -0.60
C 0.60 1.50 -0.45
C 1.74 2.01 0.42
O 1.66 2.12 1.63
N 2.87 2.32 -0.27
C 4.10 2.66 0.39
C 4.97 1.44 0.69
C 5.43 0.73 -0.59
N 6.31 -0.40 -0.43
C 7.62 -0.09 0.11
C 8.52 -1.32 -0.06
O 7.97 -2.43 0.61
C 6.68 -2.72 0.12
C 5.75 -1.52 0.29
C -0.75 1.81 0.18
C -1.87 1.16 -0.63
H -2.09 -1.13 1.54
H -3.17 -0.50 2.80
H -3.18 -2.22 2.42
H -7.72 -0.62 2.26
H -10.17 -0.28 2.21
H -10.02 0.15 -2.04
H -7.56 -0.20 -1.99
H -2.56 -2.00 -1.43
H -3.10 -0.53 -2.28
H -0.43 -0.17 -2.41
H -0.34 -1.67 -1.46
H 0.76 -0.46 0.39
H 1.67 -0.27 -1.11
H 0.66 1.97 -1.44
H 2.90 2.13 -1.26
H 4.65 3.38 -0.23
H 3.83 3.15 1.34
H 4.40 0.75 1.31
H 5.85 1.77 1.26
H 5.94 1.45 -1.24
H 4.55 0.36 -1.13
H 8.05 0.75 -0.45
H 7.58 0.18 1.18
H 9.50 -1.15 0.38
H 8.63 -1.54 -1.13
H 6.32 -3.58 0.70
H 6.74 -2.99 -0.94
H 4.77 -1.76 -0.13
H 5.63 -1.31 1.37
H -0.76 1.41 1.20
H -0.91 2.88 0.24
H -1.91 1.61 -1.64
H -2.83 1.35 -0.14
```

## Properties
**LUMO level**: 0.491 eV
**Structure (SMILES)**: Cc1oc(-c2ccc(Cl)cc2)nc1CN1CCC(C(=O)NCCCN2CCOCC2)CC1
**Kohn-Sham gap**: 8.54 eV

=====

Record 4
# C24H33F6IMgN3O4PSTe

A molecular structure, C24H33F6IMgN3O4PSTe (wB97M-V/def2-TZVPD, OMol25).

```
75
Properties=species:S:1:pos:R:3
Mg -0.56 -0.69 0.57
C -5.66 -2.86 4.51
O -6.18 -2.10 3.42
C -5.34 -1.69 2.47
C -5.94 -0.91 1.44
C -5.16 -0.45 0.43
C -3.76 -0.71 0.35
C -3.03 -0.19 -0.75
C -3.72 0.58 -1.85
O -1.78 -0.33 -0.91
C -3.16 -1.48 1.41
O -1.90 -1.77 1.47
C -3.99 -1.97 2.44
H -6.51 -3.06 5.15
H -4.91 -2.28 5.05
H -5.23 -3.79 4.15
H -7.00 -0.71 1.50
H -5.63 0.15 -0.33
H -4.66 0.12 -2.17
H -3.05 0.65 -2.70
H -3.95 1.58 -1.50
H -3.51 -2.54 3.22
C 1.54 2.71 -3.33
Te 0.40 1.76 -1.79
C 0.77 -0.04 -2.87
C 1.31 0.38 -4.21
C 1.46 -0.56 -5.23
C 1.98 -0.18 -6.46
C 2.35 1.14 -6.68
C 2.21 2.07 -5.67
C 1.68 1.70 -4.43
H 2.50 3.00 -2.90
H 1.00 3.60 -3.64
H -0.18 -0.57 -2.93
H 1.48 -0.63 -2.29
H 1.16 -1.59 -5.06
H 2.08 -0.91 -7.25
H 2.75 1.44 -7.63
H 2.49 3.10 -5.84
C 2.62 4.27 2.02
N 3.06 3.38 0.94
C 3.15 4.03 -0.35
C 3.06 2.04 1.07
S 2.82 0.98 -0.27
N 3.32 1.51 2.27
C 4.20 2.15 3.24
C 3.04 0.11 2.57
H 1.85 4.92 1.62
H 3.44 4.87 2.40
H 2.18 3.69 2.83
H 3.65 4.99 -0.21
H 2.15 4.22 -0.76
H 3.73 3.42 -1.03
H 4.70 3.01 2.80
H 4.96 1.43 3.54
H 3.65 2.47 4.13
H 2.17 -0.22 2.03
H 2.83 0.04 3.64
H 3.89 -0.52 2.33
N -0.28 -4.10 0.24
C 0.79 -3.32 0.29
O 0.72 -2.10 0.01
C 2.10 -3.93 0.67
I 2.28 -3.64 2.78
H -1.19 -3.65 0.20
H -0.23 -5.06 0.53
H 2.91 -3.40 0.19
H 2.15 -4.99 0.48
F 0.00 0.73 1.75
P -0.77 2.26 2.22
F -1.66 1.40 3.21
F -1.45 3.63 2.60
F 0.39 2.38 3.31
F -1.80 1.96 1.02
F 0.21 2.96 1.14
```

## Properties
**Charge**: +1
**LUMO level (spin up / spin down)**: -2.685 / -4.282 eV
**Multiplicity**: 2
**Kohn-Sham gap (spin up / spin down)**: 7.60 / 6.13 eV

=====

Taking the records one at a time from the top gives ΔE to the lowest compared entry with this formula, charge and spin values of 0.194 0.897 0.176 0.000 eV.
Taking the records one at a time from the top gives calculated total energy values of -4623.7478 -4159.7467 -1839.2897 -3504.2819 Ha.
Taking the records one at a time from the top gives M values of 739.425 704.160 461.006 883.383 g/mol.